Entry 1:
{"formula": "C26H23Cl2NZn", "method": "the ωB97M-V functional and the def2-TZVPD basis", "e_tot_ha": -3758.98409, "homo_energy_ev": -5.47, "elements": ["C", "N", "C", "C", "C", "C", "C", "C", "C", "C", "C", "C", "C", "C", "C", "C", "C", "C", "H", "H", "H", "H", "H", "H", "H", "H", "H", "H", "H", "H", "H", "H", "H", "H", "Cl", "Zn", "Cl", "C", "C", "C", "C", "C", "C", "C", "C", "C", "H", "H", "H", "H", "H", "H", "H"], "positions_angstrom": [[-0.53959, 0.26092, 5.00667], [-0.49698, 0.71716, 3.63147], [0.42170, 0.32291, 2.71173], [0.22576, 1.03171, 1.50405], [0.99368, 0.85964, 0.34219], [0.66266, 1.53077, -0.90374], [-0.65305, 1.49742, -1.42004], [-0.98358, 2.21227, -2.56207], [-0.02277, 2.99614, -3.21216], [-0.43913, 3.86080, -4.36635], [1.30360, 2.96506, -2.75986], [1.65060, 2.22065, -1.64274], [-0.89220, 1.96281, 1.76692], [-1.44643, 3.06366, 1.12381], [-2.47147, 3.79265, 1.75024], [-2.90712, 3.47106, 3.04860], [-2.31699, 2.41184, 3.75248], [-1.33681, 1.69576, 3.08890], [-1.41714, 0.69611, 5.48518], [-0.60651, -0.83374, 5.03487], [0.35907, 0.56745, 5.56289], [1.18261, -0.41951, 2.93122], [2.02168, 0.50384, 0.49485], [-1.41758, 0.91965, -0.89374], [-2.00917, 2.20063, -2.93569], [0.41622, 4.40011, -4.77800], [-0.88721, 3.25478, -5.16079], [-1.19281, 4.59768, -4.06318], [2.05940, 3.55960, -3.27710], [2.67927, 2.19591, -1.27459], [-1.07555, 3.36709, 0.14601], [-2.93672, 4.63130, 1.22969], [-3.69820, 4.04584, 3.52581], [-2.59567, 2.12793, 4.76936], [-1.43275, -6.77439, 3.24809], [-2.55483, -5.98871, 1.62234], [-3.61008, -5.22278, -0.04955], [1.92532, -4.07921, 0.48492], [1.58540, -2.80535, 1.02235], [1.28943, -1.94181, -0.06338], [1.46549, -2.65048, -1.28816], [1.85191, -4.01849, -0.93918], [2.01188, -4.97671, -1.94392], [1.81197, -4.59976, -3.27849], [1.48647, -3.26925, -3.62344], [1.30711, -2.29173, -2.63437], [2.18108, -4.97913, 1.03187], [1.57398, -2.53985, 2.07992], [0.88119, -0.94216, -0.03604], [2.26711, -6.00211, -1.66137], [1.90966, -5.34602, -4.06627], [1.36657, -3.00393, -4.67910], [1.04950, -1.25602, -2.88309]]}

---

Entry 2:
{"formula": "C2H7N2S3", "method": "the ωB97M-V functional and the def2-TZVPD basis", "e_tot_ha": -1384.11308, "charge": 1, "homo_energy_ev": -12.85, "elements": ["C", "C", "N", "N", "S", "S", "S", "H", "H", "H", "H", "H", "H", "H"], "positions_angstrom": [[-0.82165, 0.77895, -0.30145], [1.60455, 1.59351, -0.50569], [-2.01140, 0.30682, -0.16327], [0.28761, 1.14573, -0.24841], [-2.70938, -0.02803, -1.80162], [-2.46627, -0.31982, 1.43721], [1.37367, -2.73629, 1.13425], [1.95929, 2.25178, 0.39349], [1.53618, 2.25483, -1.39748], [2.31536, 0.68150, -0.71991], [2.19112, -3.57794, 1.81114], [-3.72744, 0.88571, -1.79459], [-1.74433, -1.53261, 1.27395], [2.21269, -1.70412, 0.88238]]}

---

Entry 3:
{"formula": "C25H45F6N3O2PPtSi3", "method": "the ωB97M-V functional and the def2-TZVPD basis", "e_tot_ha": -3222.36035, "charge": 2, "homo_energy_ev": [-15.48, -15.48], "spin_multiplicity": 2, "elements": ["Pt", "C", "Si", "C", "C", "C", "Si", "C", "C", "C", "Si", "C", "C", "C", "C", "C", "C", "C", "N", "H", "H", "H", "H", "H", "H", "H", "H", "H", "H", "H", "H", "H", "H", "H", "H", "H", "H", "H", "H", "H", "H", "H", "H", "H", "H", "H", "H", "C", "C", "O", "N", "C", "C", "C", "C", "C", "C", "N", "H", "H", "H", "H", "H", "H", "H", "H", "H", "H", "F", "P", "F", "F", "F", "F", "F", "C", "C", "C", "O", "H", "H", "H", "H", "H", "H", "H"], "positions_angstrom": [[-0.59144, 0.06766, -0.28989], [2.24811, 3.13647, 1.59135], [2.30788, 1.70255, 0.38157], [4.06629, 1.17817, 0.12136], [1.72659, 2.60096, -1.15185], [1.31771, 0.14737, 1.11312], [2.15857, -1.61047, 1.16141], [0.87366, -2.94678, 1.52619], [3.19001, -2.20569, -0.24545], [3.29166, -1.47886, 2.65051], [0.56181, 0.43492, 2.83490], [1.84331, 1.11271, 4.00809], [-0.27326, -0.89059, 3.82765], [-0.67563, 1.73181, 2.27646], [-1.21920, 2.67773, 3.13245], [-2.11562, 3.62135, 2.66057], [-2.45357, 3.60437, 1.32107], [-1.89067, 2.65411, 0.49401], [-1.02607, 1.73731, 0.96140], [2.87053, 3.91410, 1.14112], [2.63892, 2.94219, 2.58476], [1.23574, 3.53383, 1.69758], [4.64424, 2.09621, -0.01366], [4.15280, 0.59083, -0.79461], [4.51159, 0.61523, 0.94163], [2.60923, 2.72651, -1.78172], [1.33010, 3.57369, -0.85999], [0.99535, 2.09794, -1.75905], [-0.16100, -2.65899, 1.34204], [0.93757, -3.24335, 2.57520], [1.09484, -3.83615, 0.93193], [2.64945, -2.34104, -1.17797], [3.57914, -3.17746, 0.07508], [4.03639, -1.55257, -0.45263], [2.76351, -1.50595, 3.60429], [3.92434, -0.59233, 2.64487], [3.94083, -2.35679, 2.59674], [1.95400, 0.40938, 4.83457], [1.52434, 2.07025, 4.42684], [2.82697, 1.25453, 3.56871], [0.46887, -1.56029, 4.26405], [-1.00206, -1.49814, 3.29992], [-0.78392, -0.38613, 4.65452], [-0.92942, 2.67464, 4.17586], [-2.53555, 4.36572, 3.32476], [-3.15655, 4.31396, 0.90821], [-2.10329, 2.63076, -0.55775], [-0.91013, 2.42055, -4.06758], [-1.48486, 1.47343, -3.07835], [-1.12104, 1.49536, -1.86057], [-2.44449, 0.64733, -3.45557], [-2.99000, -0.30744, -2.50939], [-2.11255, -1.52643, -2.42491], [-2.28592, -2.56165, -3.31547], [-1.42834, -3.65060, -3.29649], [-0.41799, -3.67780, -2.36007], [-0.28820, -2.61488, -1.49187], [-1.11716, -1.55780, -1.51088], [-0.62957, 3.34636, -3.57015], [-1.60739, 2.62384, -4.87825], [-0.00423, 1.97146, -4.47496], [-2.62798, 0.53850, -4.44270], [-3.99893, -0.57367, -2.81627], [-3.03935, 0.18311, -1.54032], [-3.10318, -2.51214, -4.02346], [-1.54504, -4.45541, -4.00999], [0.29770, -4.48597, -2.31614], [0.50978, -2.59403, -0.77441], [1.24641, -0.25846, -1.79058], [1.85396, -0.49358, -3.46187], [2.34291, -0.71354, -4.93462], [3.30655, -0.38851, -2.83841], [1.81792, -2.06400, -3.15314], [0.28110, -0.56508, -3.88642], [1.79444, 1.09360, -3.62498], [-3.42778, -2.29525, 0.33207], [-2.90002, -1.25184, 1.28906], [-3.86999, -0.08114, 1.48841], [-1.60423, -0.70391, 1.04929], [-4.26530, -2.80792, 0.80421], [-2.66576, -3.03759, 0.09411], [-3.79199, -1.84841, -0.59087], [-2.79354, -1.72286, 2.27406], [-3.99343, 0.46402, 0.54962], [-3.50538, 0.60259, 2.25388], [-4.83415, -0.48597, 1.79370]]}

---

Entry 4:
{"formula": "C5H11OS", "method": "the ωB97M-V functional and the def2-TZVPD basis", "e_tot_ha": -670.52359, "charge": -1, "homo_energy_ev": -2.79, "elements": ["C", "C", "S", "H", "H", "H", "H", "H", "C", "C", "C", "O", "H", "H", "H", "H", "H", "H"], "positions_angstrom": [[-1.64839, -1.06891, 1.65697], [-1.05692, 0.15054, 2.37501], [-0.10540, 1.10238, 1.21502], [-0.76943, -1.59826, 1.26292], [-2.29179, -0.74218, 0.86351], [-2.20020, -1.76824, 2.30452], [-0.41227, -0.21425, 3.22585], [-1.90760, 0.71988, 2.79877], [-0.01152, 0.71710, -3.03183], [0.27897, -0.41623, -2.09097], [1.46896, -0.47797, -1.39996], [1.51024, -1.06990, -0.17507], [-0.83609, 1.34144, -2.70020], [0.89036, 1.34306, -3.11586], [-0.29087, 0.39171, -4.04713], [-0.46377, -1.21184, -1.97266], [2.36955, -0.00454, -1.82255], [1.03875, -0.39935, 0.43797]]}

---

Entry 5:
{"formula": "C3H5N3O", "method": "the ωB97M-V functional and the def2-TZVPD basis", "e_tot_ha": -356.64169, "homo_energy_ev": -7.18, "elements": ["N", "C", "C", "N", "C", "O", "N", "H", "H", "H", "H", "H"], "positions_angstrom": [[-1.71579, -1.70158, 0.25200], [-0.69510, -0.69973, 0.09053], [-0.58041, 0.46660, -0.55535], [0.64559, 1.17953, -0.42697], [1.62605, 0.69578, 0.32917], [2.66146, 1.56596, 0.27162], [-0.30469, -1.68712, 0.85694], [-1.87832, -2.39452, -0.47091], [-2.47658, -1.55610, 0.90744], [-1.36906, 0.89603, -1.15701], [0.74522, 2.05934, -0.92972], [3.34163, 1.17580, 0.83226]]}

---

Entry 6:
{"formula": "C2H6BaO", "method": "the ωB97M-V functional and the def2-TZVPD basis", "e_tot_ha": -180.38702, "homo_energy_ev": -4.37, "elements": ["H", "C", "O", "C", "H", "H", "H", "H", "H", "Ba"], "positions_angstrom": [[2.12037, -0.38196, 0.00421], [-1.31205, 0.18670, 0.00163], [0.07745, 0.41414, 0.07228], [0.92341, -0.72734, 0.01312], [-1.76356, 1.18720, -0.03118], [-1.56080, -0.37095, -0.91463], [-1.61896, -0.38242, 0.89306], [0.71694, -1.29694, -0.90626], [0.75918, -1.32256, 0.92463], [1.65802, 2.69413, -0.05685]]}

---

Entry 7:
{"formula": "C10H24ClO11P3", "method": "the ωB97M-V functional and the def2-TZVPD basis", "e_tot_ha": -2707.24449, "homo_energy_ev": -9.19, "elements": ["O", "C", "C", "C", "C", "P", "O", "Cl", "O", "H", "H", "H", "H", "H", "H", "C", "O", "P", "O", "O", "C", "O", "C", "H", "H", "H", "H", "H", "H", "H", "H", "H", "C", "O", "P", "O", "O", "C", "O", "C", "H", "H", "H", "H", "H", "H", "H", "H", "H"], "positions_angstrom": [[1.33853, 0.37999, 0.36760], [0.44661, -0.18677, 0.84427], [0.50051, -1.62180, 1.49581], [-0.96217, -2.04533, 1.06683], [-1.64505, -0.74197, 1.58756], [-3.51044, -0.62305, 1.62481], [-3.98700, -2.16217, 1.17638], [-4.05676, 0.77312, 0.16680], [-0.87378, 0.25842, 0.90546], [1.23747, -2.33025, 1.09016], [0.52521, -1.56701, 2.60444], [-1.34534, -3.01948, 1.39469], [-0.90686, -1.85713, -0.02681], [-1.33353, -0.63344, 2.65221], [-4.82324, -2.36697, 1.62127], [-6.84456, 4.53526, -3.07076], [-5.59125, 4.25825, -2.43369], [-4.62786, 5.61546, -2.10318], [-4.01945, 5.70583, -3.48301], [-3.69957, 4.77318, -1.08295], [-3.23526, 3.47976, -1.45770], [-4.03699, 7.03500, -1.45216], [-3.43032, 7.99243, -2.30425], [-7.42670, 3.61578, -3.09404], [-7.40099, 5.28973, -2.51340], [-6.67695, 4.87905, -4.09329], [-3.04987, 3.40899, -2.53019], [-3.95884, 2.72783, -1.15172], [-2.30268, 3.28483, -0.92895], [-4.11389, 8.31064, -3.08995], [-2.51173, 7.59144, -2.73047], [-3.17672, 8.85750, -1.68939], [7.37561, -2.59087, 2.12652], [6.36682, -2.95447, 1.17596], [5.40055, -4.28953, 1.60737], [6.42668, -5.27743, 1.08679], [4.31788, -3.89096, 0.46739], [4.76538, -3.45809, -0.81321], [4.30929, -5.43114, 2.17546], [4.70270, -6.78926, 2.27160], [7.81932, -1.64854, 1.81056], [6.94059, -2.45958, 3.11776], [8.15120, -3.35832, 2.16104], [5.69064, -3.95414, -1.10693], [4.90266, -2.37688, -0.81169], [3.99024, -3.70044, -1.53973], [5.57736, -6.90259, 2.91014], [4.89252, -7.19901, 1.28041], [3.87008, -7.33588, 2.71816]]}

---

Entry 8:
{"formula": "C2H7NO2Si", "method": "the ωB97M-V functional and the def2-TZVPD basis", "e_tot_ha": -574.97629, "homo_energy_ev": [-8.04, -8.05], "elements": ["C", "C", "N", "O", "O", "Si", "H", "H", "H", "H", "H", "H", "H"], "positions_angstrom": [[-1.79801, -0.22922, -1.63817], [2.05403, -1.87639, 1.25489], [1.39881, -1.67164, -0.03727], [0.43538, -2.44516, -0.29643], [0.54131, -0.02365, 0.39424], [-0.97129, 0.05467, 0.08012], [-2.55341, -0.98435, -1.56483], [-1.97252, 0.77710, -2.14354], [-0.80602, -0.63393, -2.02224], [2.40098, -0.93294, 1.63439], [1.42286, -2.42322, 2.06021], [2.92611, -2.39198, 1.21057], [-1.79568, 0.23421, 1.27179]]}